DFT (ωB97M-V/def2-TZVPD) results for an isolated molecule of C20H17NO at a distorted geometry.

```
39
Properties=species:S:1:pos:R:3:forces:R:3:lowdin_charge:R:1
O 2.481 1.163 -1.962 -1.2 -0.5 -0.2 0.021
C 1.509 0.695 -2.547 0.7 0.0 2.6 -0.285
C -0.984 4.086 0.423 -0.7 1.0 0.5 -0.122
C 3.357 -1.647 2.071 -0.6 0.3 -0.6 -0.088
C -3.351 -2.681 -0.353 0.3 0.5 0.5 -0.071
C 0.301 3.685 0.720 0.5 -0.7 -0.4 -0.074
C -1.871 3.246 -0.200 -0.4 -1.6 -0.3 -0.082
C 2.319 -0.880 2.584 -0.1 0.0 0.5 -0.088
C 3.353 -1.874 0.702 -0.6 0.0 -0.5 -0.080
C -3.182 -1.652 0.594 0.7 -0.9 -1.3 -0.070
C -2.285 -2.895 -1.243 -1.0 -1.2 0.0 -0.092
C 0.680 2.382 0.390 -0.4 -1.2 -0.4 -0.018
C -1.521 1.899 -0.477 0.1 0.5 -0.2 -0.035
C 1.301 -0.370 1.783 -0.5 0.6 -0.5 -0.040
C 2.341 -1.384 -0.129 -0.7 1.0 1.1 -0.017
C -2.022 -0.892 0.596 0.6 0.7 0.7 -0.051
C -1.123 -2.146 -1.240 -0.3 0.9 0.5 -0.038
C -0.243 1.426 -0.160 -0.2 1.4 1.1 -0.149
C 1.284 -0.569 0.382 1.7 -0.9 0.4 -0.133
C -1.001 -1.076 -0.328 -0.2 0.2 -1.1 -0.142
N 0.427 0.057 -1.924 1.7 -0.1 -1.9 0.088
C 0.151 -0.033 -0.498 -0.2 0.4 0.7 -0.304
H 1.526 0.759 -3.616 -0.8 -0.3 -1.0 0.120
H -1.367 5.072 0.719 0.5 -0.3 -0.2 0.109
H 4.126 -2.043 2.708 0.2 -0.1 0.1 0.097
H -4.288 -3.291 -0.348 1.1 0.6 -0.2 0.115
H 1.003 4.393 1.156 0.0 -0.3 -0.1 0.107
H -2.877 3.607 -0.405 0.2 -0.2 -0.1 0.101
H 2.295 -0.667 3.658 0.0 -0.1 -0.4 0.106
H 4.110 -2.459 0.203 0.3 -0.1 0.2 0.099
H -3.950 -1.425 1.275 -0.8 0.2 0.9 0.087
H -2.396 -3.722 -1.949 0.2 0.3 0.1 0.104
H 1.697 2.022 0.507 0.0 0.3 0.3 0.111
H -2.214 1.213 -0.990 0.1 0.5 0.4 0.121
H 0.535 0.270 2.268 0.5 -0.5 -0.5 0.124
H 2.433 -1.585 -1.174 -0.2 0.0 -0.5 0.099
H -1.871 -0.091 1.345 -0.4 -0.5 -0.5 0.129
H -0.375 -2.326 -2.002 0.1 -0.1 0.2 0.112
H -0.307 -0.265 -2.539 0.1 0.1 0.1 0.128
```
Forces are in eV/Å.

DFT total energy (a.u.): -902.3119
Relative energy (zero: lowest compared OMol25 entry of this formula, charge and spin) (eV): 0.000
Structure (SMILES): O=CNC(c1ccccc1)(c1ccccc1)c1ccccc1
HOMO-LUMO gap (eV): 9.464

---

DFT (ωB97M-V/def2-TZVPD) results for an isolated molecule of C20H17NO9 at a distorted geometry.

```
47
Properties=species:S:1:pos:R:3:forces:R:3:lowdin_charge:R:1
O 2.296 -1.690 -3.203 0.3 0.7 -0.8 0.054
O 1.042 -5.060 -1.096 0.8 -0.7 -2.1 0.057
O 2.605 0.225 2.333 1.6 -0.2 0.2 0.117
O 2.668 -0.627 -0.939 0.1 0.7 3.0 0.158
O -0.135 4.782 1.559 -0.8 -2.8 -1.3 0.021
O 1.481 2.517 1.748 0.0 -0.6 0.1 0.094
O -3.749 3.849 -1.505 -0.6 2.0 -0.5 -0.050
O 3.121 -2.432 1.793 -0.9 -0.9 -2.2 0.095
O 0.613 -2.789 2.944 3.1 -2.7 -2.4 0.037
C 1.763 -2.652 -2.668 0.1 -1.2 -0.3 -0.439
C 1.383 -4.031 -0.553 -2.7 0.5 0.8 -0.320
C 1.805 -0.349 1.619 -0.9 1.0 1.8 -0.233
C 1.749 -2.716 -1.208 -0.4 -2.4 2.2 0.003
C 2.162 -1.709 -0.360 0.4 -0.7 -2.6 -0.112
C -1.879 4.288 0.008 1.1 3.1 0.8 0.042
C -2.770 3.537 -0.661 0.0 -2.4 -1.7 -0.320
C 0.543 0.349 1.358 0.6 -1.0 -0.9 -0.047
C -0.525 -0.424 0.901 -3.3 -1.1 -1.7 -0.142
C -2.606 2.191 -0.682 0.8 -1.1 1.6 0.033
C -1.617 0.130 0.203 3.1 1.2 1.4 0.051
C -0.829 3.774 0.737 0.6 3.0 1.4 -0.134
C 0.499 1.726 1.248 1.0 0.8 1.4 -0.158
C -1.600 1.602 0.097 -1.3 -2.0 -1.4 -0.096
C -0.588 2.409 0.700 -0.9 -1.3 0.2 -0.051
N 1.245 -3.696 -3.425 0.2 0.9 1.7 0.184
C -3.887 5.160 -2.036 -0.1 1.0 1.2 -0.053
C 0.980 -4.112 0.899 1.6 1.3 2.8 -0.017
C -0.544 -1.968 0.963 -0.1 -0.9 -1.9 -0.037
C 2.045 -1.779 1.171 -1.0 -0.7 -0.2 -0.270
C 0.765 -2.667 1.493 -1.4 0.3 1.0 -0.343
H 2.797 -0.770 -1.885 -0.3 -0.5 -1.3 0.080
H 0.431 4.308 2.216 -0.4 0.3 -1.0 0.098
H 2.105 1.922 2.226 -0.1 0.1 -0.2 0.103
H 3.539 -1.900 2.424 0.8 1.7 1.5 0.082
H 0.047 -2.180 3.305 -2.2 2.5 1.0 0.047
H -1.950 5.365 -0.116 0.1 0.0 0.6 0.129
H -3.303 1.647 -1.274 -0.3 -0.7 -0.1 0.126
H -2.294 -0.547 -0.323 -0.1 0.7 0.3 0.124
H 1.673 -3.710 -4.318 0.0 -0.2 -0.9 0.097
H 0.963 -4.576 -2.973 0.4 0.7 -0.1 0.092
H -3.076 5.904 -1.918 0.3 -1.0 0.1 0.095
H -4.715 5.661 -1.530 -0.3 -0.2 -0.3 0.095
H -4.059 5.034 -3.072 -0.4 0.0 -1.0 0.079
H 1.904 -4.579 1.446 -1.8 0.8 -0.7 0.170
H 0.065 -4.759 1.122 1.4 0.9 -0.8 0.160
H -0.657 -2.202 -0.148 0.3 -0.1 1.3 0.136
H -1.505 -2.458 1.380 1.7 1.1 -0.1 0.162
```
Forces are in eV/Å.

DFT total energy (a.u.): -1504.2202
Relative energy (zero: lowest compared OMol25 entry of this formula, charge and spin) (eV): 2.332
Structure (SMILES): COc1cc(O)c2c(O)c3c(cc2c1)C[C@@]1(O)CC(=O)C(C(N)=O)=C(O)[C@@]1(O)C3=O
HOMO-LUMO gap (eV): 7.404